DFT (ωB97M-V/def2-TZVPD) results for a cluster of 2 separate species, C5H9NO in total at a distorted geometry.

HOMO-LUMO gap	3.477	eV
HOMO level	-7.1	eV
energy above the lowest of the compared OMol25 structures with the same formula, charge and spin	162.33	kcal/mol
LUMO level	-3.59	eV

ORCA input file:
```
! RIJCOSX wB97M-V def2-TZVPD def2/J DEFGRID3
* xyz 0 1
C 1.668 -1.735 -1.910
N 0.587 -1.142 -1.331
C 0.463 0.228 -1.725
C -2.056 0.149 1.328
C -0.819 0.175 1.933
C -0.065 1.325 2.042
O 2.331 -1.327 -2.863
H 1.880 -2.714 -1.450
H 1.076 0.779 -0.981
H -0.576 0.518 -1.544
H -2.486 1.124 1.151
H -0.302 -0.736 2.223
H -2.722 -0.674 1.537
H 0.742 0.362 -2.765
H 0.740 1.438 2.755
H -0.461 2.230 1.600
*
```

Atom charges from the Löwdin analysis, given in e for atoms 1 to 2: atom 1 (C): -0.455, atom 2 (N): -0.033